A) The following is a quantum chemistry calculation of a cluster of 4 separate species, C6H16O4 in total, from the Open Molecules 2025 dataset.

Element x y z (Å)
C  2.94684  0.49673  -1.46293
C  1.43954  0.43792  -1.59290
C  0.73353  -0.64153  -1.22216
C  -0.66799  -0.77714  -1.02807
C  -1.51202  0.28505  -0.86186
O  -1.08295  1.53363  -0.82759
C  -3.03526  0.18754  -0.88181
H  3.25891  1.48849  -1.66210
H  3.54504  -0.01859  -0.69713
H  3.28626  -0.12681  -2.40233
H  1.06706  1.30996  -2.04801
H  1.29652  -1.53272  -0.87519
H  -1.09023  -1.74712  -0.82699
H  -0.08777  1.56878  -0.66845
H  -3.27374  1.05491  -0.26041
H  -3.50766  -0.70715  -0.43192
H  -3.35918  0.08811  -1.91345
H  -2.17629  1.66083  1.99410
H  -1.06578  2.46032  1.46088
O  -1.21068  1.69997  2.04333
H  1.71935  -2.89125  1.36933
H  0.71383  -2.28615  2.02547
O  0.74640  -2.86706  1.23535
H  -0.00905  -0.28538  2.53889
H  0.93055  0.18883  3.61192
O  0.39477  -0.58017  3.38400

Kohn-Sham gap: 8.10 eV
SMILES: C/C=C/C=C(/C)O.O.O.O
lowest unoccupied orbital energy: 0.4594 eV



B) The following is a quantum chemistry calculation of a cluster of 2 separate species, C6H16O4 in total, from the Open Molecules 2025 dataset.

Element x y z (Å)
O  8.03477  -3.90384  -12.52772
O  12.75542  -4.75433  -13.19546
C  9.04122  -4.29931  -13.41594
C  11.55411  -4.55369  -13.85175
C  10.45326  -4.28651  -12.82304
H  8.09774  -2.94526  -12.33388
H  13.07000  -5.64340  -13.46192
H  8.91111  -5.37189  -13.65696
H  8.86962  -3.72236  -14.34497
H  11.17722  -5.43364  -14.40770
H  11.65457  -3.71860  -14.57146
H  10.69145  -3.29234  -12.39838
H  10.45999  -5.01785  -11.99206
O  16.25796  -9.05304  -19.30422
O  13.34094  -8.13596  -15.47708
C  14.94385  -8.64009  -18.89946
C  13.35442  -8.32480  -16.87152
C  14.81446  -8.60560  -17.37533
H  16.37011  -9.12266  -20.27529
H  12.86560  -8.94840  -15.20433
H  14.85296  -7.61366  -19.30397
H  14.20843  -9.27656  -19.42815
H  13.07686  -7.38941  -17.39444
H  12.61920  -9.10130  -17.15776
H  15.11270  -9.59728  -16.98410
H  15.43040  -7.84221  -16.86219

Kohn-Sham gap: 10.52 eV
SMILES: OCCCO.OCCCO
lowest unoccupied orbital energy: 0.5896 eV



Which structure is the least stable? The one labeled A).



A) The following is a quantum chemistry calculation of a cluster of 2 separate species, HN2O4S in total, from the Open Molecules 2025 dataset.

Element x y z (Å)
N  -0.28377  0.32243  0.53124
N  -1.29281  -0.01456  -0.19078
O  2.03964  -0.54562  1.24528
O  -2.12304  0.76115  -0.60736
O  -1.29486  -1.22255  -0.33727
O  1.58626  -0.17634  -1.18929
S  1.26696  -0.85168  0.08271
H  0.10162  1.72716  0.46548

Kohn-Sham gap: 8.70 eV
total charge: -1
lowest unoccupied orbital energy: 3.9161 eV



B) The following is a quantum chemistry calculation of the ion HN2O4S with charge -1, from the Open Molecules 2025 dataset.

Element x y z (Å)
N  -0.00939  -0.58466  0.41878
N  -0.59470  -0.94947  -0.78803
O  0.17546  -1.50435  -1.54082
O  -0.22445  1.93967  -0.18584
O  -1.72556  -0.69005  -1.09375
O  1.34067  1.26272  1.63019
S  -0.03913  1.30022  1.09371
H  1.07710  -0.77406  0.46577

Kohn-Sham gap: 8.84 eV
total charge: -1
lowest unoccupied orbital energy: 3.9511 eV



Which structure is the least stable? The one labeled A).



A) The following is a quantum chemistry calculation of a structure of composition C16H37MnN6OSi4, from the Open Molecules 2025 dataset.

Element x y z (Å)
Mn  1.59732  0.00526  -0.28396
O  2.37478  0.13999  1.89213
C  1.97642  1.39764  2.46167
C  2.07496  2.47164  1.41835
C  2.23328  3.79803  1.78720
C  2.24347  4.76783  0.80319
C  2.10092  4.39126  -0.52405
C  1.96156  3.05001  -0.81057
N  1.94555  2.10892  0.14359
H  2.11532  -0.55630  2.50762
H  2.61345  1.64907  3.30749
H  0.94183  1.32825  2.80698
H  2.33679  4.05856  2.83283
H  2.36865  5.80988  1.06740
H  2.09765  5.11817  -1.32383
H  1.85025  2.70872  -1.83164
N  5.16456  -2.62822  0.23321
N  4.54907  -1.79935  -0.66549
N  5.20655  -1.24154  -1.64848
C  4.22521  -0.62790  -2.30370
N  3.03267  -0.84815  -1.74516
N  3.27318  -1.62039  -0.67151
H  6.12565  -2.34104  0.35340
H  4.61667  -2.69015  1.07948
H  4.38024  -0.05614  -3.20410
C  -1.50598  2.37769  -1.64329
Si  -2.02779  1.39423  -0.11661
C  -1.61551  2.43508  1.39491
C  -3.87337  1.18725  -0.15960
Si  -0.77312  -0.56560  -0.01630
Si  -1.68722  -1.85332  1.68771
C  -3.52898  -2.08260  1.65035
C  -1.19546  -1.08191  3.33211
C  -0.85651  -3.54022  1.62221
Si  -1.30495  -1.60235  -2.04449
C  -0.55751  -3.31922  -1.99841
C  -0.42190  -0.64408  -3.41517
C  -3.09808  -1.73041  -2.52274
H  -1.42615  3.44916  -1.42546
H  -2.23697  2.26375  -2.44954
H  -0.54266  2.03880  -2.02977
H  -2.08450  3.42544  1.35383
H  -0.53483  2.58571  1.48286
H  -1.96908  1.94739  2.30777
H  -4.35141  2.17195  -0.18950
H  -4.24796  0.66329  0.72087
H  -4.20134  0.63015  -1.03637
H  -4.05700  -1.16934  1.93153
H  -3.81242  -2.86325  2.36345
H  -3.88452  -2.38253  0.66094
H  -1.37028  -0.00271  3.34649
H  -0.12970  -1.25609  3.52961
H  -1.75508  -1.51646  4.16725
H  -1.35564  -4.20229  0.90818
H  -0.86468  -4.04274  2.59586
H  0.18418  -3.44136  1.29778
H  0.49653  -3.27241  -1.70564
H  -0.61355  -3.81495  -2.97416
H  -1.07507  -3.95454  -1.27528
H  0.55282  -0.27879  -3.08422
H  -1.01156  0.21923  -3.73415
H  -0.25040  -1.26959  -4.29858
H  -3.70006  -2.21189  -1.74721
H  -3.18634  -2.33250  -3.43429
H  -3.53196  -0.75201  -2.73502

Kohn-Sham gap (alpha / beta): 7.32 / 7.29 eV
spin multiplicity: 6
total charge: +1
lowest unoccupied orbital energy (alpha / beta): -2.8372 / -3.0979 eV
expectation value of S²: 8.759



B) The following is a quantum chemistry calculation of a structure of composition C16H37MnN6OSi4, from the Open Molecules 2025 dataset.

Element x y z (Å)
Mn  0.59345  -0.22345  0.04776
O  -0.13297  0.10134  2.17746
C  -1.45787  -0.43967  2.21450
C  -1.40732  -1.82165  1.61880
C  -2.35260  -2.77067  1.96970
C  -2.25536  -4.04309  1.43551
C  -1.19940  -4.32988  0.58345
C  -0.30719  -3.32389  0.27450
N  -0.41076  -2.08121  0.76227
H  -0.15424  1.03044  2.45105
H  -2.13848  0.19156  1.63206
H  -1.81156  -0.49363  3.24454
H  -3.13874  -2.51444  2.66662
H  -2.97881  -4.80416  1.69323
H  -1.06613  -5.31570  0.16307
H  0.52409  -3.50676  -0.38915
N  4.10300  -3.08227  -1.35363
N  3.03028  -2.41286  -1.90614
N  2.82951  -2.33819  -3.19488
C  1.66157  -1.71025  -3.25185
N  1.18529  -1.43087  -2.03507
N  2.08089  -1.90323  -1.18139
H  4.78855  -3.20627  -2.09228
H  4.49889  -2.51085  -0.61310
H  1.16451  -1.46359  -4.17249
C  -1.16387  3.76800  -3.12633
Si  0.50552  2.94629  -2.80118
C  0.74942  1.56565  -4.06106
C  1.85770  4.22347  -3.08616
Si  0.13160  2.06291  -0.64093
Si  2.59308  1.65509  0.07358
C  3.11726  3.46681  0.15937
C  3.65430  0.94856  -1.34102
C  3.13375  0.81327  1.70083
Si  -0.33679  3.77932  0.91144
C  0.33321  3.37462  2.64582
C  -2.22009  3.83182  1.02670
C  0.22555  5.50155  0.39271
H  -1.17629  4.23303  -4.11569
H  -1.37313  4.55250  -2.39680
H  -1.98069  3.04557  -3.08953
H  0.79318  1.99264  -5.06557
H  -0.07851  0.85522  -4.02540
H  1.68136  1.02536  -3.89319
H  1.93605  4.39743  -4.16300
H  2.84364  3.90879  -2.74555
H  1.61964  5.17796  -2.61349
H  2.79270  4.03368  -0.70400
H  4.20923  3.53373  0.21804
H  2.72088  3.95043  1.05349
H  3.12848  0.93277  -2.29572
H  4.00823  -0.06240  -1.12738
H  4.54376  1.56942  -1.46718
H  3.41830  1.58106  2.42205
H  4.01406  0.19328  1.51861
H  2.38778  0.17886  2.18720
H  1.09501  2.59002  2.68807
H  -0.47733  3.11844  3.33351
H  0.81492  4.26681  3.05294
H  -2.65021  2.84140  1.18784
H  -2.65073  4.23030  0.10609
H  -2.54578  4.47684  1.84711
H  1.29329  5.56425  0.19663
H  -0.00999  6.22099  1.18137
H  -0.30342  5.82118  -0.50704

Kohn-Sham gap (alpha / beta): 6.95 / 7.17 eV
spin multiplicity: 6
total charge: +1
lowest unoccupied orbital energy (alpha / beta): -2.6004 / -2.8731 eV
expectation value of S²: 8.763



Which structure is the least stable? The one labeled B).